The following is a quantum chemistry calculation of an isolated ion of composition CH5N2O and charge +1 at a distorted geometry, from OMol25.

Each line ends with the Löwdin charge.
Atoms and positions in Å:
C1 -0.11930 -0.49214 0.98010  0.0634
N1 -0.18219 0.48741 -0.03744  -0.2627
N2 0.24198 0.28102 -1.21436  0.2198
O1 -0.71643 1.67152 0.22012  0.1205
H1 -0.46020 -0.02382 1.90222  0.1369
H2 0.91444 -0.90174 1.11219  0.1507
H3 -0.58040 -1.35738 0.60147  0.1103
H4 0.74483 -0.62303 -1.46804  0.2046
H5 0.15728 0.95816 -2.09625  0.2565

Cartesian forces (eV/Å) of the 2 atoms listed first:
2.03 -0.68 1.43
-2.49 7.54 -0.07

## Properties
charge: +1
HOMO-LUMO gap (alpha / beta): 10.54 / 10.54 eV
LUMO (alpha / beta): -6.79 / -6.79 eV
HOMO energy (alpha / beta): -0.6369 / -0.6369 hartree
energy relative to the best compared isomer or geometry (same formula, charge and spin): 99.87 kcal per mole
SMILES string: C[N+](N)=O

The following is a quantum chemistry calculation of C48H44F12N5O2PS3SbZr as an isolated structure, from OMol25.

Each line ends with the Löwdin charge.
Atoms and positions in Å:
Zr1 -0.01615 -0.02299 -0.74478  1.3311
S1 2.58499 -0.43088 -0.10663  0.6294
C1 1.80160 -1.00975 1.27493  -1.1461
N1 0.48171 -0.93694 1.36956  -0.1448
C2 0.02921 -1.51958 2.56603  -0.3046
C3 -1.28611 -1.67373 2.99378  -0.0905
C4 -1.53686 -2.28018 4.21148  -0.0715
C5 -0.49797 -2.73392 5.02235  -0.0598
C6 0.81610 -2.59216 4.61275  -0.0723
C7 1.06190 -1.98870 3.38701  -0.4574
S2 2.60585 -1.72293 2.63031  1.0745
H1 -2.11447 -1.36444 2.37502  0.0438
H2 -2.56402 -2.41353 4.52630  0.1084
H3 -0.71691 -3.20436 5.97123  0.1123
H4 1.63285 -2.94320 5.22960  0.1162
S3 0.90592 -1.26292 -2.70997  0.6557
C8 0.78118 -2.89161 -2.09266  -0.7691
N2 1.52507 -3.81156 -2.64475  0.0746
N3 1.59747 -5.01825 -2.15067  0.0427
C9 1.41815 -5.43531 -0.79322  -0.2537
C10 0.77023 -6.63116 -0.53959  -0.0208
C11 0.67003 -7.09317 0.76841  -0.0732
C12 1.21163 -6.35909 1.81066  -0.0800
C13 1.86810 -5.16100 1.54182  -0.0807
C14 1.97785 -4.69479 0.24418  -0.0374
N4 -0.16315 -3.25847 -1.18189  0.0441
N5 -0.89070 -2.36224 -0.68115  -0.0427
C15 -1.89586 -2.96141 0.16479  -0.2421
C16 -1.60100 -4.14817 0.83470  -0.0119
C17 -2.55193 -4.74025 1.64299  -0.0519
C18 -3.80658 -4.16100 1.79048  -0.0561
C19 -4.09603 -2.98014 1.12677  -0.0631
C20 -3.14436 -2.37280 0.31653  -0.0504
H5 2.11834 -5.64510 -2.74502  0.1578
H6 0.33711 -7.19217 -1.35775  0.1207
H7 0.16401 -8.02892 0.96529  0.1115
H8 1.13550 -6.71914 2.82787  0.1090
H9 2.31259 -4.59302 2.34890  0.0809
H10 2.50107 -3.76818 0.03504  0.1060
H11 -0.62022 -4.58992 0.73516  0.0785
H12 -2.30630 -5.65526 2.16651  0.1119
H13 -4.55334 -4.62604 2.42062  0.1126
H14 -5.06813 -2.51905 1.23754  0.0922
H15 -3.38841 -1.44571 -0.17740  0.0757
C21 3.90469 2.50662 -0.24734  -0.1645
C22 2.54869 3.19511 -0.14563  -0.3788
P1 1.10935 2.30645 0.58665  0.9044
C23 -0.12565 3.67313 0.69283  -0.4046
C24 0.34227 5.12683 0.75690  -0.1189
C25 1.64512 1.99219 2.31545  -0.3855
C26 1.83243 3.21074 3.21398  -0.1151
H16 4.64774 3.24524 -0.55051  0.0830
H17 3.91468 1.71138 -0.98822  0.0194
H18 4.22730 2.08577 0.70550  0.0628
H19 2.23893 3.55400 -1.12154  0.0603
H20 2.65399 4.08368 0.48112  0.0733
H21 -0.71677 3.46360 1.58189  0.0171
H22 -0.78693 3.54571 -0.16439  0.0349
H23 0.99337 5.31672 1.60880  0.0630
H24 -0.53063 5.77427 0.85829  0.0836
H25 0.86606 5.42865 -0.14785  0.0635
H26 2.57490 1.42296 2.24301  0.0578
H27 0.90554 1.31976 2.75663  0.0495
H28 2.55932 3.91383 2.80544  0.0716
H29 2.19712 2.89604 4.19240  0.0818
H30 0.89071 3.73803 3.37141  0.0580
F1 -7.66811 -1.66011 3.57197  0.0788
C27 -6.54881 -1.04606 3.16086  -0.2828
C28 -5.48008 -0.95482 4.03025  0.0098
C29 -4.32692 -0.31284 3.59758  -0.1140
C30 -4.24344 0.21732 2.31461  -0.3842
C31 -5.34498 0.11015 1.46706  -0.1380
C32 -6.50867 -0.51867 1.88352  -0.0094
Sb1 -2.52156 1.28335 1.61712  1.5538
C33 -3.73894 2.85359 0.86309  -0.3913
C34 -4.77487 3.39507 1.62634  -0.1202
C35 -5.62304 4.34957 1.09108  0.0136
C36 -5.43305 4.74208 -0.22309  -0.2702
F2 -6.25529 5.66212 -0.74447  0.0821
C37 -4.43390 4.21518 -1.01493  0.0115
C38 -3.59073 3.26478 -0.45403  -0.1346
C39 -1.94635 2.14984 3.49112  -0.3675
C40 -2.18127 3.49667 3.76737  -0.1213
C41 -1.78201 4.06319 4.96952  0.0071
C42 -1.13916 3.26385 5.89440  -0.2787
F3 -0.74569 3.80333 7.05626  0.0806
C43 -0.88007 1.92848 5.65665  0.0093
C44 -1.28379 1.38032 4.44752  -0.1303
H31 -5.56499 -1.36287 5.02849  0.1262
H32 -3.49784 -0.21416 4.28862  0.0872
H33 -5.31550 0.53741 0.47038  0.1091
H34 -7.37540 -0.59947 1.24133  0.1292
H35 -4.93623 3.06391 2.64587  0.1125
H36 -6.42824 4.78430 1.66756  0.1271
H37 -4.32466 4.54500 -2.03917  0.1236
H38 -2.79974 2.84759 -1.06140  0.0578
H39 -2.67487 4.12948 3.03933  0.0947
H40 -1.96089 5.10636 5.19256  0.1271
H41 -0.36971 1.33755 6.40536  0.1263
H42 -1.06691 0.33350 4.26352  0.0731
O1 -2.37304 -0.06260 -1.54762  -0.1664
H43 -2.53992 -0.79388 -2.15962  0.0868
H44 -2.54307 0.74655 -2.05438  0.0426
F4 -1.69304 3.93298 -2.63181  0.1576
C45 -0.48966 3.72585 -3.17169  -0.5533
F5 -0.47990 4.31811 -4.35783  0.1982
F6 0.39518 4.34271 -2.38472  0.1689
C46 -0.16263 2.19246 -3.24470  -0.2443
O2 -0.33794 1.62311 -2.00893  -0.3551
C47 -1.15776 1.53510 -4.25243  -0.5503
F7 -0.99360 0.21464 -4.30844  0.1168
F8 -2.42717 1.73515 -3.81112  0.1411
F9 -1.06852 2.03187 -5.47664  0.2073
C48 1.32353 2.04993 -3.77163  -0.5512
F10 1.79307 3.18707 -4.28102  0.1877
F11 1.43065 1.11589 -4.71133  0.1666
F12 2.12044 1.71940 -2.74881  0.1221

Cartesian forces (eV/Å) of the 2 atoms listed first:
0.11 0.27 -0.21
-0.28 -0.15 -0.13

## Properties
charge: +1
HOMO-LUMO gap: 6.50 eV
LUMO: -3.69 eV
HOMO energy: -0.3745 hartree
energy relative to the best compared isomer or geometry (same formula, charge and spin): 0.00 kcal per mole

The following is a quantum chemistry calculation of C22H42CeNP3SSe as an isolated structure at a distorted geometry, from OMol25.

Each line ends with the Löwdin charge.
Atoms and positions in Å:
Ce1 0.57990 -0.05561 -0.19242  0.1641
P1 -1.55934 -0.58960 1.98510  0.7606
P2 1.11519 -2.72672 -0.34563  0.7069
P3 -2.04126 -0.86593 -1.39597  0.7611
H1 0.16711 3.53743 -0.61755  0.0664
C1 -0.83957 3.12322 -0.56447  -0.0433
C2 -1.37629 2.76257 0.62877  -0.0281
H2 -0.78051 2.82136 1.55222  0.0709
C3 -1.12103 -0.05178 3.67540  -0.2426
C4 -1.74544 -2.38652 2.34541  -0.2290
C5 -3.31969 -0.05740 2.03231  -0.2164
C6 2.22661 -2.85656 -1.79568  -0.2064
C7 2.22526 -3.00754 1.07835  -0.2104
C8 0.07681 -4.19681 -0.43704  -0.2021
C9 -3.32714 0.41648 -1.65084  -0.1972
C10 -3.09373 -2.32353 -1.01709  -0.2138
C11 -1.62149 -1.25066 -3.14078  -0.2414
H3 -1.39501 3.00135 -1.48868  0.0686
H4 -2.41665 2.45041 0.67928  0.0587
H5 -1.01402 1.03704 3.69745  0.0490
H6 -0.17242 -0.50514 3.98536  0.0421
H7 -1.92079 -0.35574 4.36306  0.0810
H8 -0.75205 -2.83286 2.50283  0.0405
H9 -2.24782 -2.91150 1.52353  0.0334
H10 -2.33907 -2.49105 3.26419  0.0838
H11 -3.35881 1.03632 1.94824  0.0480
H12 -3.73545 -0.35564 3.00644  0.0827
H13 -3.91437 -0.50316 1.22571  0.0333
H14 2.72943 -3.82812 -1.71441  0.0884
H15 2.97104 -2.04768 -1.82004  0.0591
H16 1.64855 -2.80264 -2.72799  0.0668
H17 2.83650 -3.88582 0.83890  0.0891
H18 1.63840 -3.19731 1.98776  0.0617
H19 2.87665 -2.14040 1.27147  0.0203
H20 0.74693 -5.06525 -0.50471  0.0933
H21 -0.56756 -4.15013 -1.32628  0.0596
H22 -0.55803 -4.27374 0.45501  0.0538
H23 -3.81915 0.23301 -2.61789  0.0845
H24 -2.86212 1.40935 -1.65754  0.0307
H25 -4.07430 0.37839 -0.84854  0.0596
H26 -3.72839 -2.54187 -1.88708  0.0906
H27 -3.73797 -2.13636 -0.14977  0.0482
H28 -2.46705 -3.20042 -0.80758  0.0292
H29 -2.56327 -1.29311 -3.70530  0.0802
H30 -1.10916 -2.22014 -3.20196  0.0588
H31 -0.96292 -0.47388 -3.55479  0.0122
C12 1.59074 2.34557 -3.88915  -0.3708
C13 1.13240 3.62305 -3.55162  -0.0943
C14 1.28046 4.68665 -4.46546  -0.0097
C15 1.86226 4.45948 -5.72492  0.0031
C16 2.32282 3.18192 -6.06317  -0.0058
C17 2.17838 2.12421 -5.14226  -0.0843
Se1 1.35590 0.73016 -2.60184  1.0011
H32 1.64050 1.44210 -1.17493  -0.1161
H33 0.66266 3.78635 -2.57965  0.0716
H34 0.94053 5.69651 -4.18660  0.1405
H35 1.94753 5.27217 -6.43594  0.1362
H36 2.79813 2.99554 -7.03225  0.1418
H37 2.52451 1.12801 -5.40102  0.1156
S1 2.75848 0.82224 1.45989  0.7377
C18 2.40944 0.86153 3.11217  -0.6940
N1 2.79809 -0.20235 3.89235  0.0880
C19 2.59011 -0.27541 5.24624  0.0167
C20 1.95547 0.77262 5.88420  0.0157
C21 1.56168 1.89675 5.13326  0.0271
C22 1.79784 1.93216 3.75627  -0.0626
H38 3.27286 -0.96879 3.42090  0.1526
H39 2.95673 -1.17651 5.72900  0.1584
H40 1.77790 0.71689 6.96621  0.1503
H41 1.07817 2.74052 5.63481  0.1497
H42 1.50986 2.78227 3.13676  0.1252

Cartesian forces (eV/Å) of the 2 atoms listed first:
-1.79 0.33 3.19
-0.80 -0.59 1.01

## Properties
charge: +4
HOMO-LUMO gap (alpha / beta): 4.89 / 4.87 eV
LUMO (alpha / beta): -14.41 / -14.43 eV
HOMO energy (alpha / beta): -0.7093 / -0.7093 hartree

> What is the charge in the third record?

+4